#P
Entry from the OMol25 dataset: a cluster of 3 separate species, C3H7O2 in total (wB97M-V/def2-TZVPD).

```
12
Properties=species:S:1:pos:R:3
C 2.565 -0.036 -1.221
O 3.526 -0.543 -1.765
H 2.572 1.070 -1.076
H 1.653 -0.573 -0.871
H -2.919 4.911 -0.169
C -0.732 -1.532 1.584
C -0.832 -1.460 0.227
O -0.228 -0.693 -0.593
H -1.201 -2.287 2.204
H -0.069 -0.852 2.116
H -1.559 -2.171 -0.229
H -2.775 4.165 -0.209
```

**M**: 75.087 g/mol
**HOMO-LUMO gap**: 6.721 eV
**Charge**: -1
**Highest occupied orbital energy**: -2.5576 eV

#Q
Entry from the OMol25 dataset: a structure of composition C3H7O2 (wB97M-V/def2-TZVPD).

```
12
Properties=species:S:1:pos:R:3
C 1.670 1.014 -0.999
O 2.104 1.865 -1.813
H 1.979 0.007 -0.832
H 0.555 1.159 -0.712
H -1.984 1.709 1.435
C -0.965 -1.303 -0.192
C 0.097 -1.401 0.660
O 0.900 -0.538 1.158
H -1.684 -2.068 -0.244
H -1.298 -0.294 -0.350
H 0.353 -2.485 0.918
H -1.726 2.334 0.971
```

**M**: 75.087 g/mol
**HOMO-LUMO gap**: 6.949 eV
**Charge**: -1
**Highest occupied orbital energy**: -2.7902 eV

In order of decreasing stability: #P, #Q.

#P
Entry from the OMol25 dataset: the molecule C11H16N2 (wB97M-V/def2-TZVPD).

```
29
Properties=species:S:1:pos:R:3
C -2.321 -1.281 -3.386
C -1.210 -0.924 -2.451
C 0.115 -0.918 -3.002
N 1.202 -0.592 -2.265
C 1.027 0.030 -1.097
C -0.258 0.098 -0.522
C -0.218 0.244 0.942
C -0.525 1.657 1.245
C 0.797 2.219 1.685
C 1.301 1.073 2.553
N 1.090 0.076 1.569
C 1.472 -1.350 2.041
C -1.402 -0.357 -1.218
H -2.055 -2.330 -3.646
H -2.488 -0.542 -4.194
H -3.377 -1.187 -2.997
H 0.233 -1.488 -3.929
H 1.888 -0.153 -0.380
H -0.816 -0.489 1.495
H -0.930 2.397 0.514
H -1.206 1.720 2.156
H 0.620 3.210 2.162
H 1.523 2.273 0.915
H 0.856 0.820 3.575
H 2.443 1.480 2.714
H 0.647 -1.867 2.676
H 1.490 -2.141 1.109
H 2.495 -1.540 2.419
H -2.390 -0.136 -0.683
```

**M**: 176.263 g/mol
**HOMO-LUMO gap**: 9.145 eV
**Highest occupied orbital energy**: -8.3308 eV

#Q
Entry from the OMol25 dataset: the molecule C11H16N2 (wB97M-V/def2-TZVPD).

```
29
Properties=species:S:1:pos:R:3
C 0.751 1.075 -1.775
C 1.051 0.261 -0.554
C 2.465 -0.123 -0.524
C 0.552 1.020 0.758
C 0.721 -0.063 1.823
C 0.218 -1.373 1.171
C -0.221 -1.000 -0.231
C -0.604 -2.034 -1.197
C -1.404 -0.081 0.006
N -2.702 -0.266 0.040
N -3.151 0.978 0.438
C -2.124 1.876 0.828
C -0.966 1.162 0.550
H 1.100 2.145 -1.371
H -0.371 1.228 -2.035
H 1.218 0.805 -2.716
H 3.124 0.156 0.359
H 3.026 0.429 -1.281
H 2.587 -1.166 -0.606
H 0.982 1.958 0.944
H 0.156 0.205 2.817
H 1.756 -0.058 2.131
H 1.009 -2.189 1.293
H -0.520 -1.862 1.690
H 0.313 -2.572 -1.454
H -1.129 -1.653 -2.121
H -1.325 -2.740 -0.723
H -4.106 1.100 0.368
H -2.406 2.779 1.371
```

**M**: 176.263 g/mol
**HOMO-LUMO gap**: 9.618 eV
**Highest occupied orbital energy**: -8.6871 eV

In order of decreasing stability: #Q, #P.

#P
Entry from the OMol25 dataset: the molecule C15H22N2O4S (wB97M-V/def2-TZVPD).

```
44
Properties=species:S:1:pos:R:3
C -4.902 -1.310 -2.012
C -3.469 -1.576 -2.448
O -2.546 -0.732 -1.757
C -2.387 0.508 -2.247
O -2.944 0.918 -3.237
C -1.453 1.311 -1.464
S -1.095 2.899 -2.071
C -0.066 3.137 -0.684
C 0.679 4.399 -0.474
N -0.019 2.130 0.119
C -0.781 1.087 -0.280
C -0.842 -0.172 0.530
C 0.087 -1.242 -0.069
C 1.552 -0.881 0.176
N 1.790 -0.743 1.593
C 2.425 -1.658 2.354
O 2.514 -1.598 3.559
O 2.979 -2.650 1.608
C 3.770 -3.592 2.327
C 5.178 -3.069 2.577
C 1.005 0.299 2.218
C -0.489 0.051 2.007
H -5.190 -0.297 -2.281
H -4.998 -1.432 -0.935
H -5.569 -2.009 -2.509
H -3.160 -2.592 -2.197
H -3.365 -1.407 -3.525
H -0.014 5.234 -0.375
H 1.277 4.320 0.430
H 1.328 4.603 -1.324
H -1.869 -0.546 0.465
H -0.103 -1.344 -1.137
H -0.126 -2.199 0.411
H 2.211 -1.649 -0.227
H 1.783 0.078 -0.301
H 3.279 -3.817 3.279
H 3.787 -4.483 1.696
H 5.770 -3.836 3.069
H 5.134 -2.192 3.218
H 5.653 -2.799 1.637
H 1.243 0.302 3.283
H 1.282 1.258 1.773
H -1.048 0.902 2.397
H -0.782 -0.840 2.565
```

**M**: 326.418 g/mol
**HOMO-LUMO gap**: 9.008 eV
**Highest occupied orbital energy**: -8.8295 eV

#Q
Entry from the OMol25 dataset: the molecule C15H22N2O4S (wB97M-V/def2-TZVPD).

```
44
Properties=species:S:1:pos:R:3
C -7.234 -1.027 -0.187
C -6.012 -0.131 -0.056
O -4.871 -0.969 -0.012
C -3.646 -0.419 0.133
C -2.578 -1.323 0.198
C -1.284 -0.874 0.349
C -1.050 0.489 0.433
S 0.617 1.109 0.573
O 1.430 0.198 1.320
O 0.578 2.476 1.010
N 1.224 1.151 -1.000
C 0.604 2.164 -1.821
C 1.357 -0.132 -1.654
C 2.043 -1.181 -0.776
O 1.470 -2.222 -0.501
N 3.313 -0.943 -0.436
C 4.033 0.305 -0.607
C 5.384 0.039 0.053
C 5.012 -0.920 1.181
C 3.982 -1.821 0.513
C -2.088 1.395 0.366
C -3.390 0.950 0.219
H -7.163 -1.621 -1.094
H -8.134 -0.420 -0.226
H -7.292 -1.699 0.664
H -6.076 0.467 0.863
H -5.946 0.550 -0.916
H -2.797 -2.377 0.130
H -0.457 -1.565 0.401
H 1.253 2.389 -2.668
H 0.493 3.052 -1.204
H -0.378 1.850 -2.196
H 0.376 -0.540 -1.941
H 1.950 0.012 -2.564
H 3.501 1.114 -0.098
H 4.124 0.556 -1.668
H 6.059 -0.452 -0.650
H 5.853 0.954 0.409
H 4.540 -0.368 1.994
H 5.865 -1.474 1.568
H 4.457 -2.647 -0.028
H 3.244 -2.231 1.204
H -1.865 2.448 0.449
H -4.191 1.671 0.175
```

**M**: 326.418 g/mol
**HOMO-LUMO gap**: 9.623 eV
**Highest occupied orbital energy**: -8.9282 eV

#R
Entry from the OMol25 dataset: the molecule C15H22N2O4S (wB97M-V/def2-TZVPD).

```
44
Properties=species:S:1:pos:R:3
C 1.483 2.119 4.101
C 2.296 1.200 3.202
O 1.775 1.269 1.881
C 2.012 0.216 1.047
C 3.123 -0.608 1.189
C 3.389 -1.618 0.282
C 2.544 -1.809 -0.792
C 1.423 -1.010 -0.933
C 1.121 -0.004 -0.021
N -0.053 0.753 -0.176
C -0.432 1.262 -1.474
C -0.788 0.263 -2.586
O -0.355 0.444 -3.713
N -1.616 -0.750 -2.302
C -2.199 -1.114 -1.023
C -3.242 -2.167 -1.390
C -2.609 -2.861 -2.595
C -1.981 -1.695 -3.349
S -0.940 1.353 1.105
C -0.393 3.064 1.359
O -0.745 0.530 2.257
O -2.295 1.479 0.634
H 1.838 2.028 5.124
H 0.439 1.822 4.052
H 1.580 3.154 3.785
H 3.352 1.506 3.198
H 2.221 0.171 3.571
H 3.808 -0.442 2.005
H 4.263 -2.237 0.413
H 2.744 -2.579 -1.520
H 0.775 -1.169 -1.777
H -1.324 1.871 -1.309
H 0.363 1.894 -1.889
H -2.631 -0.248 -0.523
H -1.431 -1.543 -0.367
H -3.444 -2.847 -0.566
H -4.174 -1.685 -1.685
H -3.331 -3.402 -3.202
H -1.837 -3.557 -2.263
H -1.096 -1.967 -3.928
H -2.696 -1.224 -4.031
H -0.846 3.408 2.279
H 0.684 3.100 1.413
H -0.774 3.629 0.518
```

**M**: 326.418 g/mol
**HOMO-LUMO gap**: 9.204 eV
**Highest occupied orbital energy**: -8.5357 eV

In order of decreasing stability: #P, #Q, #R.

#P
Entry from the OMol25 dataset: the molecule C5H8OSi (wB97M-V/def2-TZVPD).

```
15
Properties=species:S:1:pos:R:3
C -1.496 1.162 0.673
C -0.309 1.583 0.028
C -1.601 0.084 1.402
C 0.942 0.765 0.147
C 1.124 -0.430 -0.777
O -1.893 -0.993 1.754
Si 0.043 -1.888 -0.933
H -2.399 1.836 0.662
H -0.215 2.633 -0.395
H 1.890 1.424 0.234
H 0.846 0.207 1.088
H 1.463 -0.216 -1.708
H 2.092 -1.046 -0.485
H 0.854 -3.042 -0.800
H -1.340 -2.080 -0.888
```

**M**: 112.204 g/mol
**HOMO-LUMO gap (alpha / beta)**: 7.068 / 6.581 eV
**Highest occupied orbital energy (alpha / beta)**: -7.0959 / -6.5843 eV

#Q
Entry from the OMol25 dataset: a structure of composition C5H8OSi (wB97M-V/def2-TZVPD).

```
15
Properties=species:S:1:pos:R:3
C -1.806 1.111 0.159
C -0.851 1.036 -0.753
C -1.685 0.699 1.567
C 0.558 0.932 -0.376
C 0.847 -0.549 -0.036
O -2.180 0.929 2.625
Si -0.351 -1.401 1.169
H -2.900 1.200 -0.170
H -1.122 1.204 -1.744
H 1.279 1.404 -1.152
H 0.650 1.671 0.448
H 0.837 -1.115 -0.998
H 1.886 -0.681 0.439
H -0.001 -1.752 2.566
H -1.250 -2.196 0.297
```

**M**: 112.204 g/mol
**HOMO-LUMO gap**: 7.677 eV
**Highest occupied orbital energy**: -7.3712 eV

In order of decreasing stability: #Q, #P.